ORCA calculation (the ωB97M-V functional and the def2-TZVPD basis) on a structure of composition C2H6MgO10S2 in a non-equilibrium geometry.

Element x y z (Å)
Mg1 -0.2698 -0.0767 -0.1695
S1 0.6113 2.5956 1.6048
O1 -0.1312 1.4743 0.8718
O2 0.2002 3.8820 1.0045
O3 0.1726 2.5226 3.0427
O4 2.0695 2.4160 1.5364
S2 0.3985 1.5167 -2.8113
O5 -0.5050 0.7396 -1.8634
O6 -0.0516 2.9189 -2.8672
O7 1.7801 1.3737 -2.3202
O8 0.3762 0.8759 -4.1837
C1 1.9294 -2.2849 0.4069
O9 1.6058 -1.0657 -0.0643
H1 1.5370 -3.1077 -0.2615
H2 3.0378 -2.4420 0.5062
H3 1.4909 -2.4940 1.4224
C2 -2.8703 -1.7685 0.8193
O10 -1.7299 -1.1771 0.4570
H4 -2.8463 -2.1381 1.8821
H5 -3.7538 -1.0854 0.7977
H6 -3.0517 -2.6754 0.1894

Computed properties:
- highest occupied orbital energy (eV) = 5.0
- relative energy (zero: lowest compared OMol25 entry of this formula, charge and spin) (kcal/mol) = 0.0
- calculated total energy (eV) = -49754.19180
- total charge = -4
- gap between HOMO and LUMO (eV) = 4.31

Results of the natural (NBO) charge analysis, in e, for atoms 1 through 5: 1.82 2.59 -1.21 -1.10 -1.15